A molecular structure, C30H54Cl6N6 in a non-equilibrium geometry, computed with wB97M-V/def2-TZVPD.

XYZ file:
```
96
Properties=species:S:1:pos:R:3
C -4.405 -4.254 2.956
C -3.780 -3.737 1.621
C -2.597 -2.810 1.955
C -2.927 -1.572 2.702
N -3.237 -0.582 3.222
H -5.073 -5.102 2.801
H -5.072 -3.522 3.410
H -3.606 -4.596 3.613
H -4.456 -3.048 1.116
H -3.413 -4.515 0.951
H -2.145 -2.549 0.998
H -1.751 -3.247 2.485
C 3.269 -3.135 3.208
C 2.483 -1.847 2.992
C 1.187 -2.034 2.139
C 0.168 -2.968 2.657
N -0.648 -3.716 3.060
H 4.176 -2.909 3.768
H 3.467 -3.734 2.319
H 2.609 -3.707 3.859
H 3.059 -1.115 2.427
H 2.134 -1.343 3.894
H 1.537 -2.384 1.169
H 0.621 -1.103 2.099
C -1.353 -4.667 -0.812
C -0.290 -4.153 0.189
C 0.953 -3.564 -0.484
C 0.690 -2.546 -1.453
N 0.498 -1.786 -2.261
H -2.158 -5.241 -0.352
H -0.851 -5.360 -1.488
H -1.661 -3.898 -1.520
H 0.098 -4.905 0.876
H -0.784 -3.368 0.762
H 1.457 -4.397 -0.974
H 1.695 -3.136 0.191
C 1.443 3.129 1.292
C 1.475 4.222 0.213
C 2.003 5.554 0.814
C 2.607 6.555 -0.093
N 3.071 7.354 -0.771
H 0.834 3.453 2.136
H 2.464 2.945 1.628
H 1.018 2.197 0.921
H 0.483 4.400 -0.203
H 2.225 4.026 -0.553
H 2.861 5.272 1.425
H 1.255 6.075 1.411
C 2.952 1.650 -0.822
C 3.504 1.775 -2.242
C 2.558 1.748 -3.367
C 1.536 2.824 -3.299
N 0.774 3.700 -3.226
H 3.805 1.535 -0.152
H 2.326 0.775 -0.649
H 2.295 2.456 -0.497
H 4.111 0.879 -2.375
H 4.116 2.670 -2.348
H 1.901 0.878 -3.363
H 3.082 1.956 -4.300
C -0.214 0.771 -1.944
C 0.017 1.155 -0.468
C 0.610 0.072 0.390
C -0.356 -0.968 0.684
N -1.147 -1.804 0.908
H -0.899 1.478 -2.412
H -0.618 -0.235 -2.058
H 0.706 0.827 -2.526
H -0.910 1.518 -0.024
H 0.613 2.067 -0.474
H 0.844 0.471 1.378
H 1.483 -0.320 -0.131
Cl 0.321 0.406 2.985
C -1.495 0.673 2.995
C -1.929 2.148 2.920
Cl -1.611 2.740 1.236
H -1.784 0.238 3.952
H -2.078 0.076 2.294
H -1.401 2.792 3.624
H -3.000 2.287 3.071
Cl -1.772 0.203 -6.442
C -0.815 -1.042 -5.692
C -0.285 -0.548 -4.302
Cl 0.982 0.686 -4.330
H 0.014 -1.410 -6.296
H -1.542 -1.851 -5.621
H 0.137 -1.380 -3.738
H -1.089 -0.090 -3.727
Cl -4.222 3.352 -1.093
C -2.731 3.163 -1.945
C -1.530 3.541 -1.064
Cl -1.522 5.269 -0.883
H -2.722 3.705 -2.891
H -2.691 2.103 -2.198
H -0.664 3.415 -1.714
H -1.298 3.014 -0.139
```

HOMO-LUMO gap: 0.310 Ha
HOMO energy: -8.53 eV
Calculated total energy: -4264.261625 Eh

These are the Mulliken partial charges, in e, on atoms 1 to 8:
1. C -1.319
2. C -0.255
3. C 2.280
4. C 0.348
5. N -0.784
6. H 0.453
7. H 0.282
8. H 0.333



2 unconnected molecules or ions with the total composition C3H10NO2 in a non-equilibrium geometry, computed with wB97M-V/def2-TZVPD.

XYZ file:
```
16
Properties=species:S:1:pos:R:3
C -0.960 0.174 1.067
C 0.274 -0.426 0.581
C 0.163 -0.486 -0.988
O 0.309 0.683 -1.714
N -1.361 -0.697 2.353
H -0.831 1.181 1.344
H -1.908 0.227 0.509
H 0.381 -1.379 1.032
H 1.107 0.136 0.843
H 0.862 -1.419 -1.196
H -0.809 -1.019 -0.974
H -2.174 -0.045 2.777
H -1.894 -1.555 2.053
H 2.720 2.059 -3.173
H 1.590 1.081 -2.095
O 2.529 1.488 -2.416
```

HOMO-LUMO gap: 0.275 Ha
Net charge: -1
HOMO energy: -3.52 eV
Calculated total energy: -325.484296 Eh

These are the natural (NBO) partial charges, in e, on atoms 1 to 8:
1. C -0.187
2. C -0.464
3. C 0.005
4. O -0.893
5. N -0.867
6. H 0.181
7. H 0.170
8. H 0.188



A molecular structure, C31H37F5N3O3TeV in a non-equilibrium geometry, computed with wB97M-V/def2-TZVPD.

XYZ file:
```
81
Properties=species:S:1:pos:R:3
V 0.142 -0.067 0.051
C 4.213 -1.972 -3.649
C 3.732 -0.659 -3.019
C 4.342 0.499 -3.831
C 4.104 -0.593 -1.543
C 5.401 -0.982 -1.225
C 5.857 -1.008 0.079
C 5.004 -0.651 1.097
C 3.706 -0.222 0.833
C 2.892 0.263 1.997
C 2.774 -0.787 3.109
C 3.488 1.580 2.515
C 3.240 -0.177 -0.485
N 1.888 0.333 -0.769
C 1.837 1.576 -1.393
O 2.744 2.334 -1.570
C 0.444 1.773 -1.976
C 0.061 2.544 -3.041
C -1.206 2.323 -3.578
C -2.030 1.315 -3.083
C -1.580 0.590 -2.011
N -0.393 0.864 -1.488
C -2.102 -0.739 -1.488
O -3.139 -1.217 -1.869
N -1.153 -1.349 -0.685
C -1.300 -2.811 -0.609
C -1.009 -3.563 -1.772
C -1.267 -4.930 -1.789
C -1.794 -5.572 -0.688
C -2.032 -4.845 0.461
C -1.800 -3.473 0.534
C -2.101 -2.819 1.875
C -3.113 -1.663 1.777
C -0.782 -2.458 2.586
C -0.428 -2.969 -3.043
C 0.838 -3.711 -3.438
C -1.439 -3.004 -4.200
H 3.793 -2.084 -4.650
H 3.926 -2.835 -3.054
H 5.302 -1.975 -3.750
H 2.647 -0.612 -3.098
H 5.435 0.436 -3.800
H 4.052 1.467 -3.435
H 4.023 0.435 -4.879
H 6.081 -1.266 -2.024
H 6.877 -1.302 0.295
H 5.353 -0.670 2.123
H 1.860 0.487 1.620
H 3.718 -0.871 3.654
H 2.523 -1.773 2.702
H 2.010 -0.490 3.835
H 4.482 1.388 2.930
H 2.875 2.023 3.301
H 3.581 2.303 1.699
H 0.754 3.262 -3.455
H -1.531 2.901 -4.434
H -2.981 1.070 -3.533
H -1.067 -5.499 -2.693
H -2.021 -6.632 -0.727
H -2.436 -5.345 1.333
H -2.574 -3.585 2.487
H -2.676 -0.763 1.375
H -3.490 -1.416 2.772
H -3.955 -1.954 1.139
H -0.114 -1.923 1.931
H -0.262 -3.367 2.898
H -0.962 -1.829 3.462
H -0.153 -1.936 -2.859
H 0.621 -4.747 -3.719
H 1.548 -3.725 -2.609
H 1.308 -3.224 -4.289
H -1.709 -4.038 -4.437
H -1.013 -2.545 -5.099
H -2.354 -2.473 -3.935
F 0.787 1.573 4.798
Te -0.037 1.717 2.814
F -1.628 2.621 2.332
F -1.374 0.791 3.895
F 0.509 2.353 0.802
F 0.394 3.559 3.299
O -0.685 0.297 1.408
```

HOMO-LUMO gap (spin up / spin down): 0.228 / 0.236 Ha
<S²>: 0.763
Net charge: -1
HOMO energy (spin up / spin down): -5.54 / -5.57 eV
2S+1: 2
Calculated total energy: -3305.023785 Eh

These are the Mulliken partial charges, in e, on atoms 1 to 8:
1. V -0.127
2. C -1.751
3. C 1.100
4. C -1.517
5. C 0.863
6. C -0.616
7. C -1.346
8. C -0.609



A molecular structure, C50H62FN3O4S2 in a non-equilibrium geometry, computed with wB97M-V/def2-TZVPD.

XYZ file:
```
122
Properties=species:S:1:pos:R:3
C 2.614 -2.015 -1.278
C 1.435 -2.813 -1.811
C 1.778 -3.257 -3.238
C 1.193 -4.102 -1.046
C 0.184 -1.894 -1.795
C -0.094 -1.241 -3.005
C -1.420 -1.026 -3.342
C -2.367 -1.211 -2.361
C -2.025 -1.268 -1.000
C -3.145 -0.784 -0.022
C -2.618 -0.198 1.271
C -4.115 -1.920 0.289
C -3.891 0.382 -0.685
C -0.724 -1.714 -0.715
N -0.313 -1.937 0.651
C -0.879 -2.944 1.561
C -0.291 -2.572 2.918
N 0.721 -1.514 2.598
C 1.707 -1.183 3.616
C 2.736 -2.114 3.991
C 3.084 -3.508 3.363
C 4.594 -3.743 3.372
C 2.666 -3.661 1.920
C 2.458 -4.609 4.224
C 3.539 -1.808 5.107
C 3.606 -0.523 5.610
C 2.677 0.394 5.210
C 1.623 0.030 4.354
C 0.371 0.930 4.546
C 0.765 2.403 4.644
C -0.304 0.509 5.858
C -0.649 0.840 3.437
C 0.559 -1.152 1.313
C 1.115 0.008 0.674
C 2.141 0.923 1.260
C 3.296 0.334 1.718
C 4.328 1.075 2.299
C 4.224 2.464 2.379
C 3.065 3.094 1.883
C 2.039 2.317 1.349
H 2.364 -1.578 -0.310
H 3.514 -2.630 -1.157
H 2.811 -1.182 -1.974
H 0.915 -3.765 -3.679
H 2.066 -2.406 -3.860
H 2.621 -3.965 -3.230
H 0.398 -4.664 -1.557
H 2.112 -4.709 -1.036
H 0.883 -3.915 -0.025
H 0.686 -1.022 -3.740
H -1.706 -0.783 -4.380
H -3.425 -1.261 -2.644
H -1.928 0.620 1.055
H -3.438 0.189 1.907
H -2.098 -0.960 1.856
H -4.658 -2.230 -0.609
H -3.583 -2.796 0.680
H -4.838 -1.596 1.048
H -4.468 0.073 -1.565
H -4.595 0.859 0.012
H -3.145 1.131 -0.988
H -1.981 -2.929 1.531
H -0.595 -3.965 1.246
H -1.092 -2.202 3.589
H 0.163 -3.464 3.410
H 4.973 -3.897 4.386
H 4.825 -4.649 2.794
H 5.101 -2.891 2.907
H 1.581 -3.604 1.825
H 3.136 -2.900 1.289
H 2.984 -4.652 1.545
H 1.372 -4.498 4.287
H 2.679 -5.604 3.810
H 2.883 -4.543 5.232
H 4.186 -2.575 5.541
H 4.391 -0.242 6.322
H 2.747 1.410 5.634
H 1.410 2.668 3.797
H -0.142 3.023 4.599
H 1.264 2.637 5.590
H -0.599 -0.547 5.793
H 0.370 0.635 6.715
H -1.199 1.121 6.027
H -1.166 -0.121 3.442
H -1.411 1.615 3.588
H -0.194 1.017 2.458
H 1.038 -0.054 -0.494
H 3.488 -0.718 1.518
H 5.242 0.582 2.667
H 5.056 3.068 2.810
H 2.936 4.174 1.864
H 1.189 2.806 0.914
C 0.625 6.839 -4.018
C -0.086 6.743 -5.240
C -0.341 5.487 -5.825
C 0.082 4.335 -5.162
S -0.373 2.684 -5.790
N -2.105 2.972 -5.521
F 0.063 1.121 0.716
S -2.936 1.784 -6.317
C -4.507 2.057 -5.480
C -4.645 1.525 -4.195
C -5.826 1.772 -3.484
C -6.869 2.546 -4.043
C -6.692 3.061 -5.356
C -5.511 2.818 -6.083
O -3.209 2.149 -7.729
O -2.532 0.445 -5.987
O 0.025 2.747 -7.246
O 0.195 1.671 -4.852
C 0.825 4.404 -3.985
C 1.091 5.658 -3.420
H 0.798 7.808 -3.497
H -0.486 7.616 -5.762
H -0.916 5.415 -6.746
H -3.790 0.989 -3.767
H -5.943 1.375 -2.462
H -7.768 2.769 -3.432
H -7.459 3.683 -5.825
H -5.325 3.257 -7.058
H 1.147 3.479 -3.508
H 1.658 5.687 -2.485
```

HOMO-LUMO gap: 0.197 Ha
HOMO energy: -7.19 eV
Calculated total energy: -3303.710796 Eh

These are the Mulliken partial charges, in e, on atoms 1 to 8:
1. C -1.693
2. C 2.433
3. C -1.956
4. C -1.699
5. C -0.200
6. C -0.393
7. C -0.833
8. C -0.239